# 1
An isolated molecule of CH3N3O3 at a distorted geometry. Source: the Open Molecules 2025 dataset; level of theory: wB97M-V/def2-TZVPD.

Geometry (Å):
1 N 0.19 -1.38 0.37
2 N -0.03 -0.01 0.30
3 C -1.32 0.58 -0.48
4 O -1.86 -0.22 -1.14
5 N 1.10 0.70 0.47
6 O 0.99 1.90 0.42
7 O 2.18 0.19 0.62
8 H -0.64 -1.85 0.41
9 H 0.72 -1.67 -0.59
10 H -1.31 1.75 -0.36

The LUMO energy is -0.136 eV. Its structure (SMILES) is NN(C=O)[N+](=O)[O-]. The value obtained for the energy relative to the best compared isomer or geometry (same formula, charge and spin) is 288.7 kJ/mol. The value obtained for the HOMO energy is -10.0 eV. The value obtained for the frontier orbital gap is 9.88 eV. The total energy is -429.7058 a.u. Its spin multiplicity is 1.


# 2
An isolated molecule of CH3N3P2 at a distorted geometry. Source: the Open Molecules 2025 dataset; level of theory: wB97M-V/def2-TZVPD.

Geometry (Å):
1 C 0.60 1.46 0.02
2 N -0.60 1.09 -0.09
3 N -1.37 0.21 0.11
4 N -2.24 -0.42 -0.43
5 P 2.05 0.28 -0.08
6 P 1.24 -1.54 -0.04
7 H 0.60 2.41 0.37
8 H -2.64 -1.07 0.21
9 H 2.37 -2.41 -0.06

The LUMO energy is -1.055 eV. The value obtained for the energy relative to the best compared isomer or geometry (same formula, charge and spin) is 204.2 kJ/mol. The value obtained for the HOMO energy is -8.4 eV. The value obtained for the frontier orbital gap is 7.36 eV. The total energy is -886.7001 a.u. Its spin multiplicity is 1.


# 3
A cluster of 2 separate species, CH3N3S in total at a distorted geometry. Source: the Open Molecules 2025 dataset; level of theory: wB97M-V/def2-TZVPD.

Geometry (Å):
1 H 1.91 1.66 1.19
2 N 1.92 1.61 0.14
3 N 1.19 0.70 -0.21
4 H 1.24 0.91 -1.18
5 N -1.61 -2.05 0.18
6 C -1.73 -0.85 0.14
7 S -2.01 0.68 0.10
8 H -0.91 -2.66 -0.36

The LUMO energy is 0.612 eV. Its structure (SMILES) is [H]/N=N/[H].N=C=S. The value obtained for the energy relative to the best compared isomer or geometry (same formula, charge and spin) is 53.5 kJ/mol. The value obtained for the HOMO energy is -9.4 eV. The value obtained for the frontier orbital gap is 9.97 eV. The total energy is -602.2745 a.u. Its spin multiplicity is 1.


# 4
A cluster of 2 separate species, CH3N3S in total at a distorted geometry. Source: the Open Molecules 2025 dataset; level of theory: wB97M-V/def2-TZVPD.

Geometry (Å):
1 C 1.36 0.06 0.05
2 N -2.15 -1.36 -1.30
3 N -1.73 -1.09 -0.29
4 N -1.52 -0.64 0.83
5 S 1.78 -1.43 -0.06
6 H 1.06 0.51 -0.89
7 H 1.06 0.70 0.89
8 H -0.57 -0.86 1.12

The LUMO energy is -0.755 eV. The value obtained for the energy relative to the best compared isomer or geometry (same formula, charge and spin) is 134.7 kJ/mol. The value obtained for the HOMO energy is -9.3 eV. The value obtained for the frontier orbital gap is 8.53 eV. The total energy is -602.2436 a.u. Its spin multiplicity is 1.